(1)
{
  "formula": "C6H15O3S",
  "method": "ωB97M-V/def2-TZVPD",
  "symbols": ["C", "C", "C", "C", "C", "C", "O", "O", "O", "S", "H", "H", "H", "H", "H", "H", "H", "H", "H", "H", "H", "H", "H", "H", "H"],
  "xyz": [[2.6691, 0.4557, 1.0918], [-0.9049, -1.6774, 2.0256], [-0.3240, 1.4298, -3.1299], [-1.4240, 1.4755, -0.3840], [0.6206, -0.4397, -1.2582], [0.6441, -0.8770, 0.4346], [1.0984, 2.1770, -1.0087], [1.1873, 0.2447, 1.0308], [-0.6342, -1.0595, 0.7786], [0.0874, 1.1812, -1.3117], [3.2581, -0.4424, 0.8632], [2.9810, 0.7576, 2.1158], [2.8022, 1.4332, 0.5593], [-0.2868, -2.6236, 2.0608], [-1.8631, -2.0670, 2.0316], [-0.7478, -1.1400, 3.0930], [0.3444, 0.6226, -3.4581], [-0.0334, 2.3017, -3.5291], [-1.3505, 1.0594, -3.4180], [-1.1285, 1.7978, 0.5849], [-1.9941, 0.5668, -0.3032], [-1.9912, 2.2281, -0.8460], [-0.0182, -1.1747, -1.6036], [1.6291, -0.5597, -1.5608], [1.2915, -1.8093, 0.5772]],
  "relative_energy_kcal_mol": 4.05,
  "multiplicity": 1,
  "homo_lumo_gap_ev": 10.99,
  "e_lumo_ev": -2.71,
  "total_charge": 1
}

(2)
{
  "formula": "C18H24AsN2O9PRuS",
  "method": "ωB97M-V/def2-TZVPD",
  "symbols": ["Ru", "O", "As", "O", "O", "C", "C", "C", "C", "C", "C", "S", "O", "O", "O", "H", "H", "H", "H", "H", "N", "C", "C", "C", "C", "N", "C", "C", "H", "H", "H", "H", "C", "C", "O", "P", "O", "C", "C", "O", "C", "C", "H", "H", "H", "H", "H", "H", "H", "H", "H", "H", "H", "H", "H", "H", "H"],
  "xyz": [[-0.0429, 0.2593, 0.0599], [3.9855, 0.1666, -1.3911], [2.2804, 0.2311, -1.3861], [1.5575, -0.9046, -0.3038], [1.5955, 1.5509, -0.5586], [1.7894, 0.0390, -3.2074], [2.8272, 0.0875, -4.1236], [2.5533, 0.0035, -5.4894], [1.2551, -0.1261, -5.9306], [0.2002, -0.1736, -5.0170], [0.4571, -0.0918, -3.6652], [-0.9405, -0.1219, -2.5899], [-0.8049, 1.1303, -1.7434], [-2.1397, -0.2413, -3.3265], [-0.6752, -1.1712, -1.5513], [4.3962, 0.3749, -0.5379], [3.8510, 0.1851, -3.7914], [3.3696, 0.0401, -6.1973], [1.0454, -0.1915, -6.9894], [-0.8211, -0.2760, -5.3577], [-3.8988, 6.1506, 2.2873], [-3.2946, 5.2204, 1.9921], [-2.5375, 4.0574, 1.6258], [-1.1759, 4.1593, 1.3601], [-0.4794, 3.0257, 1.0048], [-1.0874, 1.8250, 0.9261], [-2.4084, 1.7231, 1.1761], [-3.1636, 2.8154, 1.5287], [-0.6647, 5.1095, 1.4182], [0.5730, 3.0533, 0.7593], [-2.8486, 0.7399, 1.0828], [-4.2215, 2.7067, 1.7196], [1.0359, -4.6250, 2.2183], [0.8076, -3.4235, 1.3472], [0.4962, -2.2714, 2.2455], [-0.4388, -1.0732, 2.0052], [-0.4031, -0.2263, 3.3044], [0.8546, 0.2180, 3.9561], [0.8497, -0.2532, 5.3832], [-1.9073, -1.4674, 1.7162], [-2.7385, -2.3935, 2.5589], [-2.9729, -3.6651, 1.7956], [1.4096, -5.4371, 1.5936], [0.1223, -4.9630, 2.7038], [1.7870, -4.4122, 2.9776], [-0.0360, -3.5371, 0.6665], [1.6878, -3.1228, 0.7896], [0.8462, 1.3024, 3.8673], [1.6975, -0.1881, 3.3947], [0.0114, 0.1719, 5.9324], [1.7732, 0.0677, 5.8660], [0.7987, -1.3400, 5.4330], [-3.6496, -1.8319, 2.7421], [-2.2093, -2.5376, 3.4996], [-3.3263, -3.4508, 0.7878], [-3.7448, -4.2418, 2.3062], [-2.0749, -4.2785, 1.7405]],
  "relative_energy_kcal_mol": 0.00,
  "multiplicity": 5,
  "s2": 6.03,
  "homo_lumo_gap_ev": [8.11, 6.22],
  "e_lumo_ev": [-7.60, -9.50],
  "total_charge": 2
}

(3)
{
  "formula": "H10O5",
  "method": "ωB97M-V/def2-TZVPD",
  "symbols": ["O", "H", "H", "O", "H", "H", "O", "H", "H", "O", "H", "H", "O", "H", "H"],
  "xyz": [[1.4026, -1.7767, -1.4905], [1.0106, -2.5257, -1.0165], [0.8356, -1.8337, -2.2135], [-0.2924, -0.1677, 1.2525], [-0.1184, 0.5393, 1.8425], [0.5306, -0.6057, 1.1665], [1.9256, 0.6673, -0.5065], [0.9986, 0.8933, -0.5085], [1.8416, -0.2337, -0.9635], [-1.5074, -0.9737, -1.5455], [-1.2004, -0.4437, -0.7935], [-2.0934, -1.5767, -1.1035], [-1.1424, 2.5303, 2.3205], [-0.3894, 2.9733, 1.8795], [-1.8014, 2.5333, 1.6795]],
  "smiles": "O.O.O.O.O",
  "relative_energy_kcal_mol": 26.22,
  "multiplicity": 1,
  "homo_lumo_gap_ev": 11.11,
  "e_lumo_ev": 0.39
}

(4)
{
  "formula": "C22H66GaN19O29P",
  "method": "ωB97M-V/def2-TZVPD",
  "symbols": ["N", "C", "N", "N", "C", "C", "C", "C", "Ga", "C", "C", "C", "N", "P", "N", "O", "H", "H", "H", "H", "H", "H", "H", "H", "H", "H", "H", "H", "H", "H", "H", "H", "H", "H", "H", "H", "H", "H", "H", "H", "C", "N", "O", "O", "H", "H", "H", "C", "N", "O", "O", "H", "H", "H", "C", "N", "O", "O", "H", "H", "H", "C", "N", "O", "O", "H", "H", "H", "C", "N", "O", "O", "H", "H", "H", "C", "N", "O", "O", "H", "H", "H", "C", "N", "O", "O", "H", "H", "H", "C", "N", "O", "O", "H", "H", "H", "C", "N", "O", "O", "H", "H", "H", "C", "N", "O", "O", "H", "H", "H", "C", "N", "O", "O", "H", "H", "H", "C", "N", "O", "O", "H", "H", "H", "C", "N", "O", "O", "H", "H", "H", "C", "N", "O", "O", "H", "H", "H"],
  "xyz": [[-0.4530, 5.4555, -2.2733], [0.0499, 4.4807, -1.6133], [0.8324, 4.7755, -0.4716], [-0.0659, 3.1356, -1.9261], [-1.3777, 2.6646, -2.4022], [-1.4076, 2.4620, -3.9358], [-1.7967, 1.0456, -4.3853], [-0.6629, 0.0022, -4.5071], [0.9775, 0.1753, -3.3100], [2.3436, 1.5688, -3.8775], [2.7002, 1.5674, -5.3880], [2.3522, 2.8635, -6.1235], [0.9274, 2.9436, -6.4844], [2.1597, -1.9011, -3.3820], [3.2189, -1.9655, -1.9938], [1.0004, -3.0857, -3.0614], [-0.9580, 5.0820, -3.0737], [1.5289, 5.4678, -0.7259], [1.3454, 3.9579, -0.1603], [0.2485, 2.5550, -1.1583], [-1.6031, 1.7074, -1.9343], [-2.1472, 3.3865, -2.1168], [-2.1320, 3.1614, -4.3719], [-0.4323, 2.7409, -4.3331], [-2.5572, 0.6700, -3.6918], [-2.2775, 1.1581, -5.3639], [-0.3508, -0.0976, -5.5504], [-1.0944, -0.9722, -4.2413], [0.5720, 0.3998, -1.7372], [3.2615, 1.3293, -3.3256], [2.0512, 2.5683, -3.5428], [2.1692, 0.7489, -5.8892], [3.7723, 1.3960, -5.5151], [2.5790, 3.7056, -5.4680], [2.9722, 2.9226, -7.0291], [0.5527, 3.8709, -6.3528], [0.7501, 2.6320, -7.4267], [4.0499, -1.4299, -2.2105], [2.7744, -1.5697, -1.1678], [0.4409, -2.7381, -2.3575], [-0.3664, 8.0911, -0.4674], [0.4168, 8.9450, 0.4671], [0.7636, 8.4780, 1.5315], [0.6612, 10.0825, 0.1034], [-0.5115, 7.1171, -0.0178], [-1.3099, 8.6048, -0.6368], [0.1949, 8.0054, -1.3916], [-2.9772, -2.8025, -0.1245], [-1.7901, -1.9150, -0.1995], [-0.8832, -2.2493, -0.9242], [-1.7892, -0.9156, 0.4989], [-2.8247, -3.6440, -0.7838], [-3.0596, -3.1289, 0.9073], [-3.8478, -2.2202, -0.4156], [-1.6091, -4.7705, -3.8436], [-2.8202, -5.5046, -3.3937], [-3.0625, -6.5784, -3.9132], [-3.4942, -5.0053, -2.5156], [-1.1290, -5.3629, -4.6108], [-1.9223, -3.8042, -4.2301], [-0.9551, -4.6390, -2.9888], [5.9338, -1.9481, -6.0939], [5.8225, -1.2132, -4.8107], [5.6860, -1.8492, -3.7892], [5.8462, -0.0005, -4.8755], [5.8920, -3.0117, -5.8927], [5.0944, -1.6281, -6.7019], [6.8757, -1.6596, -6.5517], [3.6035, 0.2665, -10.1291], [4.4246, -0.8166, -9.5223], [3.9593, -1.4043, -8.5708], [5.5118, -1.0306, -10.0186], [2.6753, 0.3368, -9.5747], [4.1806, 1.1836, -10.0598], [3.4346, -0.0003, -11.1680], [0.6304, -8.4343, -3.7918], [0.4514, -7.6859, -2.5177], [0.2496, -8.3277, -1.5050], [0.5159, -6.4801, -2.5899], [0.5491, -9.4937, -3.5804], [-0.1507, -8.1008, -4.4692], [1.6100, -8.1745, -4.1815], [-4.0983, 11.3523, -1.1895], [-3.6137, 10.0707, -1.7718], [-3.3727, 9.1599, -1.0058], [-3.4880, 10.0296, -2.9753], [-4.1561, 11.2369, -0.1141], [-3.3862, 12.1218, -1.4714], [-5.0717, 11.5560, -1.6249], [0.4087, -1.8976, 2.5675], [-0.7473, -2.5942, 3.1906], [-0.9832, -3.7326, 2.8477], [-1.4098, -1.9676, 3.9958], [0.8758, -2.5791, 1.8663], [0.0142, -1.0213, 2.0612], [1.0886, -1.6109, 3.3646], [-2.5436, -0.9346, 7.1391], [-1.8367, -0.0804, 8.1297], [-1.7759, -0.4715, 9.2834], [-1.3641, 0.9574, 7.7293], [-2.9012, -1.8197, 7.6516], [-3.3647, -0.3585, 6.7251], [-1.8326, -1.1919, 6.3587], [6.5618, -0.6450, -0.3345], [6.1744, -0.9389, 1.0723], [6.9873, -1.5002, 1.7804], [5.0669, -0.5940, 1.4230], [7.5703, -1.0079, -0.4901], [5.8558, -1.1557, -0.9835], [6.4991, 0.4302, -0.4720], [-4.4472, -0.4040, 3.0107], [-4.7266, 0.5393, 4.1273], [-4.8644, 0.0695, 5.2436], [-4.7981, 1.7149, 3.8574], [-4.4115, -1.4087, 3.4146], [-5.2483, -0.2922, 2.2862], [-3.4935, -0.1217, 2.5725], [-1.8775, -1.7082, 12.0824], [-2.3997, -2.2021, 13.3858], [-2.9285, -1.3989, 14.1320], [-2.2679, -3.3823, 13.6250], [-2.0688, -0.6453, 12.0121], [-0.8133, -1.9206, 12.0576], [-2.3916, -2.2530, 11.2977], [-1.1245, 0.5062, 16.2507], [0.2745, 0.8461, 15.8732], [0.6282, 0.6075, 14.7377], [0.9726, 1.3389, 16.7349], [-1.6195, 0.0786, 15.3880], [-1.0729, -0.2040, 17.0703], [-1.6060, 1.4245, 16.5729], [-2.3930, -7.4862, 1.7444], [-2.6782, -6.1091, 1.2610], [-1.8151, -5.5480, 0.6288], [-3.7661, -5.6409, 1.5411], [-1.3967, -7.7580, 1.4161], [-2.4707, -7.4681, 2.8273], [-3.1481, -8.1395, 1.3176]],
  "multiplicity": 1,
  "homo_lumo_gap_ev": 4.97,
  "e_lumo_ev": 1.40,
  "total_charge": -1
}

(5)
{
  "formula": "C7H8N3O4S3",
  "method": "ωB97M-V/def2-TZVPD",
  "symbols": ["C", "N", "C", "C", "S", "S", "H", "H", "H", "H", "H", "H", "O", "N", "O", "C", "C", "C", "N", "O", "O", "C", "S", "H", "H"],
  "xyz": [[-2.4397, 1.2979, 2.7588], [-1.5714, 0.1150, 2.7519], [-2.2807, -1.1688, 2.7676], [-0.2002, 0.2023, 2.7339], [0.5498, 1.6959, 2.6985], [0.7389, -1.1815, 2.7376], [-1.8506, 2.2131, 2.7537], [-3.0775, 1.2996, 1.8759], [-3.0618, 1.3007, 3.6528], [-1.5790, -2.0006, 2.7519], [-2.8858, -1.2511, 3.6695], [-2.9240, -1.2517, 1.8927], [0.0835, -0.3424, -5.3888], [-0.1760, -0.9675, -4.3576], [-1.0829, -1.8014, -4.2900], [0.6196, -0.7044, -3.1780], [1.6552, 0.1619, -3.1327], [2.2685, 0.2396, -1.8509], [3.4065, 1.1034, -1.5553], [3.7675, 1.2057, -0.3818], [3.9607, 1.6919, -2.4854], [1.6968, -0.5590, -0.9245], [0.3895, -1.4331, -1.6238], [1.9823, 0.7533, -3.9782], [2.0106, -0.6185, 0.1022]],
  "relative_energy_kcal_mol": 0.00,
  "multiplicity": 1,
  "homo_lumo_gap_ev": 4.24,
  "e_lumo_ev": 1.04,
  "total_charge": -1
}

(6)
{
  "formula": "CH3IN4",
  "method": "ωB97M-V/def2-TZVPD",
  "symbols": ["C", "N", "N", "N", "N", "I", "H", "H", "H"],
  "xyz": [[-0.7502, -1.0268, 0.3580], [-1.8300, -0.4547, 0.8159], [-1.6992, 0.8225, 0.4610], [0.0619, -0.2031, -0.3241], [-0.5955, 0.9577, -0.2188], [3.4826, 0.4392, -0.4619], [-0.6138, -2.0786, 0.5888], [2.1305, -0.2328, -0.5584], [-0.1863, 1.7766, -0.6605]],
  "smiles": "c1nn[nH]n1.I",
  "relative_energy_kcal_mol": 9.10,
  "multiplicity": 1,
  "homo_lumo_gap_ev": 10.66,
  "e_lumo_ev": 0.71
}

Repeat the first record exactly.
{
  "formula": "C6H15O3S",
  "method": "ωB97M-V/def2-TZVPD",
  "symbols": ["C", "C", "C", "C", "C", "C", "O", "O", "O", "S", "H", "H", "H", "H", "H", "H", "H", "H", "H", "H", "H", "H", "H", "H", "H"],
  "xyz": [[2.6691, 0.4557, 1.0918], [-0.9049, -1.6774, 2.0256], [-0.3240, 1.4298, -3.1299], [-1.4240, 1.4755, -0.3840], [0.6206, -0.4397, -1.2582], [0.6441, -0.8770, 0.4346], [1.0984, 2.1770, -1.0087], [1.1873, 0.2447, 1.0308], [-0.6342, -1.0595, 0.7786], [0.0874, 1.1812, -1.3117], [3.2581, -0.4424, 0.8632], [2.9810, 0.7576, 2.1158], [2.8022, 1.4332, 0.5593], [-0.2868, -2.6236, 2.0608], [-1.8631, -2.0670, 2.0316], [-0.7478, -1.1400, 3.0930], [0.3444, 0.6226, -3.4581], [-0.0334, 2.3017, -3.5291], [-1.3505, 1.0594, -3.4180], [-1.1285, 1.7978, 0.5849], [-1.9941, 0.5668, -0.3032], [-1.9912, 2.2281, -0.8460], [-0.0182, -1.1747, -1.6036], [1.6291, -0.5597, -1.5608], [1.2915, -1.8093, 0.5772]],
  "relative_energy_kcal_mol": 4.05,
  "multiplicity": 1,
  "homo_lumo_gap_ev": 10.99,
  "e_lumo_ev": -2.71,
  "total_charge": 1
}